(1)
Density functional theory data (ωB97M-V/def2-TZVPD) for 2 unconnected molecules or ions with the total composition C2H5N2O2 in a non-equilibrium geometry.

As for the charge: -1. The value obtained for the HOMO energy is -4.595 eV. Its calculated total energy is -339.269506 Eh. Its energy above the lowest of the compared OMol25 structures with the same formula, charge and spin is 16.14 kJ/mol.

Each line ends with the Löwdin charge.
CARTESIAN COORDINATES (ANGSTROEM)
N  -0.633  0.215  0.875  0.08
C  0.616  0.542  1.228  -0.43
N  0.885  1.374  2.195  -0.02
H  -1.281  0.493  1.583  0.07
H  -0.870  -0.275  -0.030  0.04
H  1.385  0.120  0.583  0.10
H  1.901  1.433  2.215  -0.02
O  -1.522  -1.046  -1.394  -0.13
C  -0.539  -0.963  -2.147  -0.65
O  0.603  -0.487  -1.926  -0.14
H  -0.545  -1.406  -3.182  0.09



(2)
Density functional theory data (ωB97M-V/def2-TZVPD) for 2 unconnected molecules or ions with the total composition C2H5NS2 in a non-equilibrium geometry.

As for the expectation value of S²: 2.01. The value obtained for the HOMO energy (alpha / beta) is -8.246 / -8.485 eV. Its calculated total energy is -930.169284 Eh. As for the spin multiplicity: 3. Its energy above the lowest of the compared OMol25 structures with the same formula, charge and spin is 110.48 kJ/mol.

Each line ends with the Löwdin spin population.
CARTESIAN COORDINATES (ANGSTROEM)
C  -0.917  0.044  -0.493  0.18
C  1.455  -0.147  0.643  0.00
N  -2.136  0.572  -0.621  0.02
S  0.077  -2.167  -1.995  1.78
S  -0.057  0.782  0.798  0.02
H  1.322  -1.031  0.165  0.00
H  1.948  -0.470  1.585  0.00
H  2.204  0.288  -0.121  0.00
H  -2.446  0.444  -1.546  0.00
H  -2.718  1.153  -0.052  0.00



(3)
Density functional theory data (ωB97M-V/def2-TZVPD) for 2 unconnected molecules or ions with the total composition C4H14N3 in a non-equilibrium geometry.

As for the expectation value of S²: 2.01. As for the charge: +1. The value obtained for the HOMO energy (alpha / beta) is -10.587 / -14.131 eV. Its calculated total energy is -324.538330 Eh. As for the spin multiplicity: 3. Its energy above the lowest of the compared OMol25 structures with the same formula, charge and spin is 300.27 kJ/mol.

Each line ends with the Löwdin spin population.
CARTESIAN COORDINATES (ANGSTROEM)
C  -1.181  -1.083  -0.600  0.15
C  -3.180  0.363  0.016  0.09
C  2.350  -0.557  0.923  0.01
C  -1.689  0.123  0.027  0.66
N  -0.759  0.892  0.472  0.84
N  1.811  0.620  0.287  0.05
N  2.303  0.788  -1.040  0.01
H  -0.685  -1.722  0.086  0.06
H  -0.262  -1.017  -1.107  0.03
H  -2.012  -1.684  -1.120  0.00
H  -3.389  0.401  -0.982  0.03
H  2.090  1.534  0.620  0.00
H  -3.488  1.152  0.530  0.00
H  1.563  -1.084  1.514  0.00
H  2.764  -1.300  0.144  0.00
H  3.096  -0.209  1.523  0.00
H  0.326  0.734  0.433  0.02
H  -0.988  1.745  0.953  0.02
H  1.719  0.301  -1.677  0.00
H  -3.621  -0.500  0.254  0.02
H  3.232  0.502  -1.255  0.00



(4)
Density functional theory data (ωB97M-V/def2-TZVPD) for a molecular structure, C11H20N2O in a non-equilibrium geometry.

The value obtained for the HOMO energy is -8.434 eV. Its calculated total energy is -615.356514 Eh. Its energy above the lowest of the compared OMol25 structures with the same formula, charge and spin is 1401.52 kJ/mol.

Each line ends with the Löwdin charge.
CARTESIAN COORDINATES (ANGSTROEM)
C  -0.292  -4.004  -0.895  -0.18
C  -2.260  -2.373  -1.123  -0.10
C  0.293  -1.905  -1.590  -0.14
C  0.382  -1.079  -0.233  -0.25
C  1.156  -1.097  0.884  -0.02
C  0.536  -0.201  1.912  -0.02
C  -0.449  0.339  1.203  -0.40
C  -1.370  1.503  1.634  -0.06
C  -0.470  2.774  0.904  -0.24
C  1.025  2.886  1.092  -0.26
C  1.833  2.409  -0.209  -0.35
H  0.367  -4.886  -1.762  0.16
H  -1.597  -4.329  -0.419  0.16
H  0.567  -3.738  0.164  0.14
H  -2.250  -1.896  -0.160  0.06
H  -3.000  -3.149  -1.027  0.05
H  -2.519  -1.814  -2.182  0.15
H  1.093  -2.731  -1.403  0.09
H  0.474  -0.967  -2.436  0.18
H  1.888  -1.705  1.188  0.06
H  1.182  0.196  2.709  0.12
H  -1.448  1.675  2.754  0.11
H  -2.470  1.323  1.090  0.16
H  -0.933  3.811  1.147  0.10
H  -0.982  2.627  -0.175  0.12
H  1.207  3.959  1.272  0.09
H  1.332  2.234  1.934  0.09
H  2.893  2.702  0.133  0.11
H  1.711  1.350  -0.629  0.11
H  0.387  4.592  -0.865  0.23
H  2.412  3.655  -2.221  0.19
N  -0.894  -2.815  -1.551  -0.33
N  1.261  3.205  -1.351  -0.14
O  -0.647  -0.144  -0.035  0.02